25
Properties=species:S:1:pos:R:3 method="wB97M-V/def2-TZVPD" energy_ev=-38569.07029 s2=0.82 multiplicity=2 lumo_energy_ev="-10.53 / -11.09" homo_lumo_gap_ha="0.172 / 0.149" total_charge=+2
H -1.96941 2.21077 1.35102
N 0.16185 -1.07037 -1.86305
H -3.00152 -0.26381 1.40546
C -1.16644 -3.07344 -2.33977
C -0.77247 -4.07882 -4.50731
H -1.66050 -3.03124 -1.37999
C -0.21542 -2.09653 -2.65557
C -1.43707 -4.05622 -3.26835
C -0.96285 -0.89930 2.09245
H 1.08586 -0.46270 2.88843
C -1.96514 -0.01509 1.57967
S 1.57973 -0.81136 -4.03883
C -1.42322 1.30744 1.57230
C 0.17479 -3.12436 -4.84173
C 0.19655 -0.11347 2.38710
C 1.09651 -0.29415 -2.42744
H 0.53772 2.08567 2.27549
H 0.67910 -3.15594 -5.79588
H -1.11722 -1.92780 2.38774
C -0.10035 1.24197 2.07958
H -1.01154 -4.86405 -5.20757
S 1.61387 1.00916 -1.48352
H -2.16898 -4.81621 -3.03486
C 0.46228 -2.12281 -3.91530
Ir -0.32784 -0.29990 0.02373



252
Properties=species:S:1:pos:R:3 method="wB97M-V/def2-TZVPD" energy_ev=-178701.33070 lumo_energy_ev=-1.51 homo_lumo_gap_ha=0.288
C 2.94131 -0.04349 -4.44935
H -5.05006 4.04828 -7.13435
C -4.37723 -1.28730 -4.64226
C -3.96352 0.11510 -5.01707
C -0.91262 0.57359 3.07798
C -2.76021 -0.54557 7.80083
H -2.85044 -2.17454 3.39641
O 4.69664 -5.47749 4.22436
H -7.57075 -4.71386 -8.27111
C -0.69595 0.89387 -2.46802
C 7.13722 6.13986 4.26806
C 1.86675 -3.30649 3.54296
C -4.10511 -1.65875 -8.75878
H -3.87177 -5.54495 -6.15651
C 3.56688 5.84157 1.07677
O 7.48497 5.55050 0.02515
H -5.55728 2.81086 -3.31918
O -2.45089 1.51329 6.76992
H -0.80776 -6.32266 -3.39178
O 1.13687 -6.68203 4.14657
C 4.22360 4.52157 0.77673
H 2.78415 8.39799 1.95216
O -7.71365 -1.27883 -6.13757
H 4.06859 -5.21793 1.74073
C -0.10258 1.86867 -0.35761
H 0.90402 -2.83629 0.37399
N -1.65347 7.67530 -10.36508
H -6.95543 -3.56817 -5.05809
H -0.30442 2.10777 -4.11316
C -1.29109 -5.80223 -1.43569
C -1.72667 -5.62451 6.03560
C 1.14996 -2.89102 2.44475
C -2.54267 -3.30746 -7.01844
H 1.54151 6.53283 -3.27034
H -3.38311 -3.91058 -2.82831
C -1.13091 -0.48946 0.93878
H -0.12571 -6.83161 9.57334
C 5.53674 4.46438 0.37996
H 2.14053 7.46354 -0.99616
C 3.40702 5.67497 -2.58565
C -2.39209 0.18078 -8.50149
H 7.00673 3.12035 -0.46628
H 0.63780 4.06461 -2.75555
H -2.31497 -5.37221 -3.30892
H -1.61890 -6.83280 -1.26112
C -3.50460 -4.63196 4.72790
H -0.99495 -3.25187 -2.79639
C -1.76129 -0.39828 3.66600
H 2.40855 3.45662 1.15340
C -5.66512 -1.36019 4.76501
H -5.19542 0.54466 -2.43555
C -1.20251 -5.90390 7.42303
H -0.67775 6.90376 -7.55618
H -0.29232 -1.24722 10.00664
H 2.97086 7.20083 -4.00813
C 4.05398 -4.91328 6.77597
C -1.63047 -0.32898 8.58752
H 7.47159 8.23380 0.22745
H -8.11778 0.93492 -6.82715
C 6.45405 8.19548 0.53713
C -6.64395 -0.92267 -5.73918
H 9.01761 3.53236 3.11482
H -2.41404 -1.80173 -3.72858
H 4.46492 5.87667 -2.44833
C -6.69331 2.58520 -7.09338
C -3.87683 -3.74105 -7.37458
H -3.50986 2.60877 -5.94657
C 5.85333 5.54905 4.09836
H -0.36090 1.35923 3.56740
C -1.22230 0.71939 -7.84434
C 6.74888 2.21917 2.77135
H 0.35200 -2.20682 2.67115
C -5.88259 -0.44984 3.75075
H 4.12113 10.41464 1.80947
H 2.21244 -1.64885 -1.71827
H 3.00911 -4.21166 -0.07938
C -4.90684 0.92680 -5.81821
O -1.79404 -4.10184 -6.49408
H 3.61313 8.21517 -1.83497
H -1.60895 -3.39434 10.16185
H -5.49296 -4.81766 -3.51123
O 2.35795 5.84928 1.21152
C -4.49026 -2.00338 6.78100
H -0.90410 1.72850 -7.94003
H -6.67115 -2.73893 -9.26539
C -3.43077 -1.76999 7.79751
C 5.74727 4.18616 3.81934
H 1.47228 3.98770 -7.31523
H 4.76425 -0.01552 -2.38332
C 0.32698 3.01835 -0.95467
H -6.43964 -0.71553 2.86906
H 7.19066 7.15342 4.63717
H 3.03700 -0.97819 -0.38274
C 5.87579 9.40773 0.90771
H -0.53359 4.69337 -8.76124
C 0.04758 1.67836 1.08817
C 4.30641 -0.64046 2.76547
C -5.16736 -3.83428 -3.87410
H 0.76616 7.44951 -8.41871
C 4.62540 9.45751 1.53758
C -1.20027 -1.39206 9.35404
C -1.30067 -5.45091 -2.88043
C -0.11592 6.80986 -8.49258
N 1.13510 10.00157 -2.71014
H 5.55763 1.23289 -0.52089
O -4.75211 -0.99198 -9.55807
C 3.76609 -4.69469 4.38226
H -3.04086 -4.56805 2.62690
H -4.09612 2.20475 4.77235
H -3.61291 0.06509 -1.79071
C -4.47647 1.23127 4.84975
H -2.40292 -2.18572 0.85130
H -0.20637 -5.82633 -1.15346
C 2.30784 -8.17025 7.70514
C 0.45004 -7.11272 8.74692
H 2.28190 -0.63105 3.24503
H -0.82709 -5.58025 2.76190
C -3.90499 2.25185 -2.04752
H 6.47109 10.28313 0.70221
H -5.41031 1.40553 2.97360
C 2.56581 6.82433 -3.00176
C 4.40575 3.50473 4.00025
C 3.80580 8.28302 1.56972
H -0.97519 0.53491 8.46400
C -1.45108 -5.43611 3.66799
H 2.36910 1.74210 4.29300
O 3.49951 4.12207 4.55009
C -5.10685 3.12956 -2.40288
H 3.20617 1.37484 0.25264
C 1.01163 4.96350 -7.32966
C -5.36641 3.07109 -6.77471
C -0.86645 -0.50561 -0.49908
C 5.14977 2.11884 -0.19713
C 2.89030 -0.87951 -1.50208
C -0.92592 7.27560 -9.55155
H -5.88689 3.17949 -1.64013
C 2.17757 -3.65386 6.05916
C 1.40311 -2.98444 4.93668
C -7.07826 1.29558 -6.80819
H 4.34191 -5.09460 8.93401
C -4.50131 2.20011 -6.20706
H 3.42101 4.81162 -3.27073
C 8.17534 4.06937 3.50512
H 1.98974 -8.03213 9.83099
C 1.48654 -3.22415 1.17349
C 5.46493 0.13010 2.56706
C -2.02748 -1.42736 1.53077
H -4.66499 4.12810 -2.62464
C -4.41513 -4.90448 -6.90050
H 4.61522 -1.26116 -4.49802
O -2.81735 0.48421 -4.85327
H -2.91617 0.70886 -9.29027
H 2.46481 -8.05133 5.55252
H 5.03940 6.23313 4.26408
C -3.14748 0.50534 6.81428
C 6.01528 3.23027 -0.08770
C 1.86951 -7.79497 6.42489
C -3.45238 -2.06489 -3.91702
H 4.89117 -1.61097 -2.15674
C 0.39615 -6.52315 5.08228
C 3.41233 3.40459 0.78043
C -1.88197 -2.57542 9.44589
C -3.95041 -3.29082 -3.46564
H 4.29411 -1.67354 2.46600
H -0.67251 -4.00231 -4.45096
H 1.75830 5.76604 -7.14138
H -4.48887 -4.16755 4.60547
C 0.27084 3.13880 -2.32735
H -0.47833 -2.00507 -5.93232
H -1.85618 -0.43046 4.75493
O -1.08857 -1.54102 -1.14845
C 3.18990 1.30314 3.70946
C -5.62998 -1.79043 -5.01391
C -4.39602 0.81302 -1.70737
C 5.70703 7.04204 0.67744
C 4.32765 2.06713 3.50286
C 0.31494 5.35320 -8.63521
H 4.98577 -5.42298 6.53876
C 2.54667 7.92453 -1.93833
C 0.71648 -7.01473 6.38716
H -7.48616 3.25530 -7.50349
C -0.63953 0.54117 1.70457
O -1.80543 -5.53393 8.38954
C -0.57346 0.75878 -1.12013
C -1.01729 -1.39607 -6.64678
C -2.38356 -1.33518 2.83950
C -0.92876 -5.88840 4.94574
C 6.35320 5.68865 0.36035
C -6.47382 -4.56087 -8.11642
C 4.35290 7.07455 1.08587
H 0.30444 5.13714 -6.50151
H 3.13643 -2.09490 -3.97114
C 5.43611 1.48192 2.94014
H 6.35571 -0.28035 2.17528
C 2.98163 -4.14162 3.26671
C 3.15913 -0.02707 3.28310
H -3.19709 2.14814 -2.80199
N 2.37442 0.78445 -4.94489
C -4.18534 0.25866 5.82608
H 0.42375 0.31421 -6.57603
O 0.51761 2.51893 1.84070
C -5.00536 0.72416 -0.34961
H -1.76315 -5.03484 -0.78670
H -3.63283 -4.93471 6.85831
C -5.94583 -3.34455 -8.64207
C -5.71767 -5.28051 -7.21157
N 1.91747 -4.35078 -2.58812
H -3.58495 -3.70725 8.71876
C -2.09762 -1.92856 -7.30654
C -0.54620 -0.10699 -6.95247
C 6.89838 3.52697 3.37045
H 9.24916 5.91270 4.08192
C -5.29241 0.79698 3.81723
C -0.20747 2.05958 -3.06209
C -2.68296 -4.80155 3.60632
C 1.75589 -3.52890 7.37770
H 3.00875 5.35913 -1.64065
C 3.34305 -4.38993 5.76115
C 3.34540 -4.46817 1.98275
C -6.02754 -3.07544 -4.70084
H 2.33714 -3.73003 9.44822
C 2.62693 -3.96901 0.89305
C 4.13025 -0.87053 -2.43176
C 8.30943 5.38097 4.02847
H 0.50884 3.90085 -0.30205
H -1.05056 0.08715 -3.10088
C 1.73844 9.06964 -2.34945
H 0.84456 -2.96106 7.52489
H 3.26935 -8.76050 7.80289
O -5.21092 -3.02177 6.82215
C -4.65120 -3.01003 -8.27930
C 0.00655 -6.70495 7.52862
C 3.83808 2.21440 0.29913
C 3.74608 -4.61741 8.10122
H 2.29825 0.01560 -1.46382
N -5.43414 0.61231 0.75149
O 0.51973 -2.18860 5.06792
C -3.00768 -2.78040 8.64565
C -4.83178 -0.97283 5.80959
H 1.02952 5.22540 -9.48097
O 7.70263 1.71177 2.22897
C -6.21173 0.47343 -6.12473
H -3.34165 2.58275 -1.19215
C -0.57582 -4.13298 -3.33271
C -3.03421 -5.04569 5.94010
H -6.12099 -2.34367 4.78818
C 0.85215 -4.22853 -3.00660
C 2.58734 -3.92100 8.41625
C -2.84303 -1.12208 -8.17582
C 3.73526 -1.16584 -3.84856
H -6.04958 -6.22840 -6.73844
C 1.61807 -7.77926 8.87941



30
Properties=species:S:1:pos:R:3 method="wB97M-V/def2-TZVPD" energy_ev=-81430.90906 s2=2.05 multiplicity=3 lumo_energy_ev="2.62 / 1.78" homo_lumo_gap_ha="0.235 / 0.209" total_charge=-1
Cl 0.31234 0.15733 6.02771
C 0.97910 1.59558 -1.88105
Cl -1.73359 -2.42162 1.73593
C -0.29787 1.78709 -1.16633
H 1.92216 -1.31169 -1.66922
H 0.04074 -2.13286 -2.31396
H 1.44683 1.17034 -4.02085
Au -0.47358 -0.48472 -0.44537
Cl 1.97830 2.02780 4.12876
H -0.44446 2.06625 -0.15684
C -0.06690 -0.28302 1.59181
H 1.59972 -2.25428 0.05628
C -1.32345 1.72611 -2.21397
H 1.96159 1.63696 -1.42638
H -2.38727 1.88819 -2.02729
C 1.34653 -1.78849 -0.87762
H -1.20021 1.36928 -4.42591
Cl -1.60112 -2.03069 4.83144
C 0.18444 -0.02182 4.35381
C -0.01360 -2.00836 -1.28251
H -0.56787 -2.77714 -0.75406
H -1.59623 -0.64077 -2.59300
C -0.66224 -1.02733 3.82369
N -2.31337 -0.87674 -1.70071
C 0.83051 0.64171 2.10697
C -0.75443 -1.15204 2.42384
Cl 1.88562 1.54657 1.07665
C 0.94416 0.80204 3.49738
C 0.70027 1.34936 -3.25196
C -0.69614 1.44696 -3.44728



37
Properties=species:S:1:pos:R:3 method="wB97M-V/def2-TZVPD" energy_ev=-42131.54856 lumo_energy_ev=-3.57 homo_lumo_gap_ha=0.270 total_charge=+1
H -3.08622 2.31566 3.98428
H -2.60383 0.54191 4.47383
F 1.56770 1.63779 1.85922
C 1.72561 -2.88540 -1.01714
N 2.21988 -4.08838 -0.85156
N 1.67759 -4.47170 0.31647
C 0.88588 -3.51894 0.81233
H 1.36331 0.96896 -3.22172
O -2.17108 -0.19245 4.01819
C -1.52809 2.99933 0.59549
C 1.80970 -0.01830 -3.21291
B 1.71007 0.68250 0.93510
C -2.64225 2.51029 3.01658
C -0.86153 3.19501 -0.74140
N 0.88851 -2.49052 -0.01057
H -0.54219 4.51967 -2.03966
O -0.27111 2.33180 -1.34618
H 3.33548 -3.43771 -3.15352
N 1.50317 -0.80774 -2.18818
C -1.71486 0.12949 2.81355
O -0.99245 4.43940 -1.18183
N 3.20333 -1.66229 -4.20302
O -1.13255 -0.70478 2.16580
Pb -0.19362 -0.18527 -0.26653
H 1.89461 -5.37891 0.69918
H 2.91214 0.19539 -5.05056
F 2.95403 0.25584 0.74658
N -1.41471 1.78705 1.11907
C 2.66083 -0.44893 -4.21775
H -3.31366 4.54665 2.99402
C -2.77505 3.77311 2.46417
C -1.94556 1.54012 2.30942
C -2.20336 4.03234 1.23171
C 2.04891 -2.02381 -2.16371
C 2.89896 -2.44702 -3.17932
H 0.33647 -3.59275 1.73674
H -2.27221 5.00602 0.77028